ORCA calculation (ωB97M-V/def2-TZVPD) on 8 unconnected molecules or ions with the total composition C35H78F4N8O13S4 at a distorted geometry.

Cartesian coordinates (Å):
C1 2.33 -4.42 -0.17
C2 2.12 -5.90 -0.46
O1 1.33 -6.32 -1.23
N1 2.80 -6.81 0.52
H1 3.76 -6.57 0.76
H2 2.33 -6.69 1.41
C3 2.77 -8.25 0.03
H3 3.39 -4.22 -0.04
H4 1.81 -4.28 0.78
H5 2.03 -3.73 -0.95
H6 2.94 -8.94 0.86
H7 3.59 -8.40 -0.66
H8 1.80 -8.45 -0.43
C4 1.96 2.30 -3.09
C5 1.35 3.12 -4.18
O2 0.33 3.78 -4.05
N2 1.98 2.84 -5.58
H9 2.97 2.67 -5.47
H10 1.50 2.07 -6.05
C6 1.73 4.05 -6.57
H11 2.32 1.36 -3.51
H12 1.28 2.12 -2.26
H13 2.81 2.86 -2.69
H14 0.70 3.91 -6.88
H15 2.32 3.81 -7.46
H16 1.88 5.03 -6.12
C7 0.65 2.11 6.28
C8 1.77 1.38 5.63
O3 2.73 1.85 5.06
N3 1.64 -0.14 5.76
H17 2.27 -0.45 6.49
H18 0.63 -0.35 5.73
C9 1.96 -0.83 4.42
H19 0.29 1.70 7.22
H20 -0.06 2.34 5.48
H21 1.05 3.07 6.62
H22 1.45 -1.79 4.33
H23 3.02 -1.01 4.32
H24 1.63 -0.17 3.62
C10 -3.64 -1.22 -1.47
C11 -3.74 -2.76 -1.08
C12 -3.02 -3.57 -2.19
C13 -2.87 -5.05 -1.87
C14 -1.92 -5.17 -0.68
C15 -2.62 -4.51 0.57
N4 -3.16 -3.15 0.27
O4 -3.70 -2.54 1.29
C16 -1.42 -4.51 1.62
C17 -3.78 -5.43 1.05
C18 -5.28 -2.95 -0.92
H25 -4.09 -0.54 -0.76
H26 -4.21 -1.09 -2.39
H27 -2.62 -0.86 -1.64
H28 -2.10 -3.09 -2.50
H29 -3.66 -3.48 -3.08
H30 -2.34 -5.51 -2.71
H31 -3.78 -5.64 -1.93
H32 -0.98 -4.63 -0.77
H33 -1.75 -6.24 -0.53
H34 -0.49 -4.17 1.16
H35 -1.36 -5.54 1.96
H36 -1.63 -3.84 2.46
H37 -3.42 -6.43 1.32
H38 -4.41 -5.62 0.18
H39 -4.38 -5.16 1.92
H40 -5.81 -2.29 -0.23
H41 -5.53 -3.99 -0.71
H42 -5.83 -2.81 -1.85
C19 -2.43 6.45 -2.35
C20 -2.59 4.91 -2.31
C21 -3.77 4.59 -1.40
C22 -4.21 3.12 -1.43
C23 -4.62 2.73 -2.81
C24 -3.60 3.05 -4.03
N5 -2.79 4.31 -3.69
O5 -2.29 5.00 -4.64
C25 -4.39 3.30 -5.35
C26 -2.62 1.87 -4.12
C27 -1.32 4.26 -1.70
H43 -2.27 6.84 -1.35
H44 -3.33 6.88 -2.78
H45 -1.61 6.75 -2.99
H46 -4.66 5.16 -1.67
H47 -3.73 4.77 -0.32
H48 -5.18 3.05 -0.92
H49 -3.69 2.36 -0.84
H50 -5.53 3.28 -3.07
H51 -4.77 1.65 -2.88
H52 -5.01 4.20 -5.42
H53 -5.12 2.50 -5.46
H54 -3.64 3.38 -6.14
H55 -1.82 2.02 -4.86
H56 -2.98 0.96 -4.59
H57 -2.14 1.54 -3.20
H58 -0.43 4.79 -2.05
H59 -1.23 3.20 -1.93
H60 -1.12 4.47 -0.65
C28 2.94 4.98 2.05
C29 4.04 3.88 2.13
C30 4.04 2.99 0.93
N6 4.92 1.71 1.20
C31 6.39 1.95 1.58
C32 4.36 0.68 2.21
C33 4.95 -0.66 1.76
C34 5.11 -0.53 0.26
C35 4.91 0.93 -0.12
H61 3.08 5.62 2.91
H62 1.91 4.62 2.13
H63 2.96 5.49 1.09
H64 3.93 3.27 3.03
H65 4.99 4.40 2.29
H66 4.51 3.59 0.15
H67 3.08 2.56 0.63
H68 6.75 2.86 1.11
H69 6.88 1.00 1.38
H70 6.34 2.26 2.63
H71 4.41 1.02 3.24
H72 3.29 0.70 1.99
H73 5.90 -0.85 2.28
H74 4.35 -1.48 2.15
H75 6.08 -0.87 -0.10
H76 4.43 -1.24 -0.22
H77 5.65 1.32 -0.82
H78 3.98 1.05 -0.69
N7 0.93 0.69 0.21
S1 -0.45 0.98 0.82
O6 -0.63 0.76 2.22
O7 -1.64 0.94 0.01
F1 -0.24 2.59 0.90
S2 0.88 -1.02 0.51
O8 -0.20 -1.72 -0.17
O9 1.46 -1.71 1.67
F2 2.09 -1.21 -0.52
N8 -0.90 -1.07 5.55
S3 -1.41 -2.50 6.21
O10 -1.89 -3.59 5.38
O11 -1.83 -2.54 7.59
F3 0.14 -3.04 6.43
S4 -2.04 -1.07 4.52
O12 -3.42 -1.16 4.95
O13 -1.76 -1.33 3.12
F4 -2.05 0.55 4.46

Output
Kohn-Sham gap, eV: 5.7
Total charge: +4
Total energy, eV: -130261.1218